1.
Density functional theory data (the ωB97M-V functional and the def2-TZVPD basis) for 6 unconnected molecules or ions with the total composition C42H48BF42O7 in a non-equilibrium geometry.

Geometry (Å):
1 F 3.0419 1.7414 5.7761
2 F -5.5234 4.1259 -3.9741
3 F 0.4565 1.2894 9.8449
4 F -0.5713 0.9854 7.9373
5 F -3.0235 3.8614 -0.8275
6 F -5.3416 -0.5566 -8.9343
7 F -5.0547 -7.7940 -2.2669
8 F -3.4932 2.9105 -5.2473
9 F -3.9233 -1.8396 -7.9047
10 F -3.5109 -3.1566 -5.4601
11 F 1.5449 -0.2708 6.9196
12 F 7.3124 3.7050 -3.3370
13 F -3.8656 -8.8832 0.0748
14 F -1.5491 4.9227 0.3956
15 F 5.6939 1.6393 -4.0128
16 F 4.1612 -0.6380 11.8809
17 F 3.6470 5.7433 -5.5350
18 F 3.3757 7.5835 -4.3737
19 F -5.2792 -1.3258 -4.2393
20 F -3.1911 -2.7833 -3.3229
21 F -5.8784 -9.5886 -0.4191
22 F -6.6539 -7.0650 -0.9916
23 F 2.8631 0.9478 11.1606
24 F -2.3870 -8.4109 -2.1937
25 F -0.3824 -7.5874 -1.9059
26 F 4.3351 3.0199 -5.0350
27 F 0.6908 -0.8509 11.5168
28 F 1.3579 5.8784 -4.1454
29 F -1.4900 5.8123 -2.1339
30 F -4.1203 5.4055 -2.8809
31 F 5.3181 3.8572 -2.5050
32 F -1.3624 -5.1698 -1.3757
33 F -3.5080 -0.1921 -3.6298
34 F 1.8743 -0.3813 13.2983
35 F -0.0066 0.8944 0.0488
36 F 2.6423 4.3270 -3.2986
37 F 0.7123 -1.2708 8.6877
38 F -6.1970 -3.1052 -8.6377
39 F -6.1271 -2.8961 -6.4589
40 F -2.0464 -6.7092 0.0236
41 F 0.3086 4.7234 -1.5172
42 F -3.4327 2.6562 -3.0891
43 O 5.9441 5.1657 -4.2122
44 O -5.1125 -0.2942 -6.7714
45 O 3.0656 -0.9856 10.0160
46 O -2.0287 -2.2042 0.6484
47 O -1.9901 4.0478 -4.0870
48 O -4.6399 -6.2754 -0.6500
49 O 0.6695 -1.4934 2.2211
50 C 3.6663 6.2521 -4.2847
51 C 6.0150 3.9314 -3.6412
52 C -4.2889 4.6787 -3.9984
53 C 1.9455 1.9929 4.9288
54 C 2.8612 -0.2753 8.8032
55 C -5.3366 -7.3835 -1.0172
56 C 1.8932 -1.0085 12.0974
57 C 0.8979 -1.1445 -0.7212
58 C 4.7714 0.3405 0.3906
59 C 5.5899 1.7584 2.6543
60 C -5.1575 -8.5186 -0.0051
61 C -1.0268 3.7034 -3.1227
62 C -1.0122 4.5775 -1.8554
63 C -5.1069 -1.2150 -7.7737
64 C -3.6123 -5.7151 -1.4510
65 C 4.4231 -0.4180 -0.8641
66 C -1.6998 4.0201 -0.6033
67 C 1.4813 0.7581 4.1705
68 C 2.9951 -0.3878 11.2341
69 C -3.1152 -2.2344 -4.5550
70 C 1.4256 -0.2010 8.2638
71 C 4.5936 0.7943 2.7308
72 C -0.6913 -1.2755 2.4540
73 C 1.1269 0.0456 0.1857
74 C 5.0936 6.1782 -3.7136
75 C 5.7746 1.3156 0.3152
76 C -3.2517 3.5563 -4.0633
77 C -4.0164 -0.9997 -4.5904
78 C 6.1858 2.0388 1.4312
79 C -2.1856 -6.2413 -1.2349
80 C -3.5913 -1.0538 -0.7314
81 C -6.2511 -2.2200 -7.6153
82 C -3.2418 -1.4750 0.6903
83 C -1.6578 -7.2747 -2.2317
84 C 3.0512 -0.9249 1.7402
85 C -4.0239 -0.1408 -5.8766
86 C 0.6453 1.0875 8.5207
87 C 1.3222 1.0032 2.6564
88 C 4.1402 0.0768 1.6104
89 C 2.5101 5.6565 -3.4641
90 C -1.4731 -2.4746 1.9428
91 C 5.6071 2.8351 -4.6298
92 B 1.4868 -0.3444 1.7484
93 H -5.5080 -8.2013 0.9784
94 H 1.9587 0.6421 -0.1832
95 H 1.2862 -2.0494 -0.2738
96 H 3.3344 0.7056 8.8210
97 H -3.8804 -5.7007 -2.5075
98 H -0.1747 -1.2885 -0.8233
99 H 1.3145 -1.0079 -1.7168
100 H 4.1486 0.5855 3.6881
101 H -4.1243 0.8797 -5.5122
102 H 6.9506 2.7952 1.3750
103 H 5.0913 6.2074 -2.6242
104 H 5.8821 2.2670 3.5567
105 H -0.8965 -1.1476 3.5218
106 H 2.0194 1.7830 2.3541
107 H -1.0687 -0.4143 1.9052
108 H -2.2692 -2.7657 2.6297
109 H -1.0360 2.6408 -2.8805
110 H -1.2652 3.0774 -0.2965
111 H 3.3980 -0.8625 8.0612
112 H -3.0610 -0.1839 -6.3862
113 H -1.6703 -6.8695 -3.2471
114 H -4.1960 5.3267 -4.8722
115 H 2.0891 -2.0719 12.2455
116 H 4.2847 -1.4744 -0.6649
117 H -0.7715 -3.2802 1.7824
118 H 3.5084 -0.0626 -1.3257
119 H -4.0365 -2.0716 1.1436
120 H -0.0780 3.8984 -3.6157
121 H 0.3346 1.4439 2.5248
122 H -7.2108 -1.7007 -7.6323
123 H 6.2688 2.8495 -5.4980
124 H 2.2402 2.7917 4.2581
125 H 1.1729 1.9429 8.0905
126 H 3.1861 -1.4428 2.6885
127 H -4.4604 -1.5738 -1.1209
128 H -3.8058 0.0064 -0.7925
129 H 0.5108 0.4959 4.5719
130 H -3.5730 -4.6743 -1.1314
131 H 5.5642 7.1006 -4.0495
132 H 5.2065 -0.3067 -1.5997
133 H 3.1772 -1.6660 0.9559
134 H -3.1211 -0.5722 1.2920
135 H 1.1573 2.3725 5.5760
136 H 2.4407 6.1419 -2.4876
137 H -2.7395 -1.2453 -1.3684
138 H 6.2479 1.5158 -0.6316
139 H 2.1600 -0.0634 4.3659
140 H -2.0737 -1.9625 -4.7464

Summary:
gap between HOMO and LUMO: 6.8 eV
spin multiplicity: 1
charge: -1

2.
Density functional theory data (the ωB97M-V functional and the def2-TZVPD basis) for a molecular structure, C2H7F3NbO in a non-equilibrium geometry.

Geometry (Å):
1 Nb 1.2329 -0.3185 -1.2700
2 F -1.8871 1.5929 1.2050
3 F 0.0266 1.1692 2.1509
4 F -1.7964 0.3686 3.0281
5 O -1.0851 -0.5253 1.1642
6 C -1.1701 0.6096 1.8458
7 C -0.8078 -0.4567 -0.2677
8 H 2.9771 0.1929 -1.2645
9 H 1.7112 -0.8316 0.4279
10 H -1.1357 -1.4527 -0.6242
11 H 1.6346 -2.0708 -1.7622
12 H 1.1614 1.5012 -0.9160
13 H 0.6360 -0.0622 -3.0263
14 H -1.4974 0.2835 -0.6911

Summary:
gap between HOMO and LUMO: 8.1 eV
spin multiplicity: 1
charge: -1

3.
Density functional theory data (the ωB97M-V functional and the def2-TZVPD basis) for a single C5H6FNO molecule in a non-equilibrium geometry.

Geometry (Å):
1 F -1.1785 0.1494 2.1317
2 O -1.0520 -1.7316 0.9007
3 N -0.2789 -0.3481 -1.2063
4 C 1.8595 0.9629 0.6976
5 C -1.1562 0.2490 -0.3027
6 C 0.9564 -0.0860 -1.2956
7 C -0.7121 -0.4406 0.9776
8 C 1.7516 0.9346 -0.5927
9 H -2.1581 -0.0365 -0.5807
10 H -0.7401 -2.0265 1.7227
11 H 1.9509 1.7517 -1.2099
12 H 0.3573 -0.2217 0.9951
13 H -1.0530 1.4194 -0.2189
14 H 1.4532 -0.5759 -2.0187

Summary:
gap between HOMO and LUMO: 9.1 eV
spin multiplicity: 1
energy relative to the best compared isomer or geometry (same formula, charge and spin): 149.1 kcal per mole

4.
Density functional theory data (the ωB97M-V functional and the def2-TZVPD basis) for 3 unconnected molecules or ions with the total composition C7H14I2N3O11P3 in a non-equilibrium geometry.

Geometry (Å):
1 I -2.5051 0.8670 -1.6613
2 I -2.8550 2.7713 3.9090
3 P -0.4387 1.5614 -0.4323
4 P -2.0710 -1.4733 1.2395
5 P -2.4631 1.9701 1.6415
6 O 5.7560 -4.6526 -0.4068
7 O 0.7698 0.5902 -1.1498
8 O 0.9657 1.1145 4.6216
9 O 0.1761 1.7722 2.4162
10 O -0.8443 0.0196 3.4065
11 O -2.3148 3.4247 0.6938
12 O 2.3956 -1.3451 0.3674
13 O 2.7552 0.2766 1.9319
14 O -5.3463 1.9130 -4.0528
15 O -3.6161 0.8496 -4.8251
16 O 7.6076 -3.5149 -0.3747
17 N -4.4437 1.7476 -4.8562
18 N -2.3623 -2.7498 2.1640
19 N 6.4003 -3.6305 -0.2336
20 C -0.7091 -0.3187 1.9753
21 C 0.5620 -1.2838 1.9835
22 C 1.9345 -0.7553 1.3978
23 C -0.6995 1.1761 1.4205
24 C -4.3469 2.7282 -5.9687
25 C 0.2266 0.9844 3.6416
26 C 5.6541 -2.4154 0.1864
27 H 0.3882 0.1603 -1.9541
28 H -5.2799 2.6823 -6.5293
29 H 4.5976 -2.6630 0.2719
30 H -3.5031 2.4588 -6.6016
31 H -1.5267 -1.9102 -0.0366
32 H 0.7673 -1.6516 3.0633
33 H -3.2495 -0.6986 0.9761
34 H 0.2903 -2.2472 1.4021
35 H 3.0577 0.8892 1.2214
36 H -1.6698 4.0357 1.1233
37 H -1.7266 -2.6421 2.9822
38 H 6.0552 -2.0999 1.1490
39 H 5.8107 -1.6536 -0.5763
40 H -4.1989 3.7129 -5.5267

Summary:
SMILES: N=[PH2][C@]1(CC(=O)O)OC(=O)OC1(P(O)I)P(O)I.C[N+](=O)[O-].C[N+](=O)[O-]
gap between HOMO and LUMO: 7.8 eV
spin multiplicity: 1

Number 1: highest occupied orbital energy -4.9 eV. Number 2: highest occupied orbital energy -5.0 eV. Number 3: highest occupied orbital energy -10.0 eV. Number 4: highest occupied orbital energy -9.1 eV.